A:
The following is a quantum chemistry calculation of a gas-phase ion, C6H11N2S3 (charge +1), from the OMol25 dataset.

```
! wB97M-V def2-TZVPD RIJCOSX def2/J DEFGRID3
* xyz 1 1
C 0.434 0.102 0.417
C 1.368 2.037 -0.178
C -1.802 1.801 -1.453
C 1.134 -2.869 1.039
C -1.204 2.023 -0.075
C -0.224 -2.321 0.602
N 0.162 1.439 0.049
N -0.407 -0.832 0.489
S 1.759 3.439 -0.656
S 3.523 -0.347 -0.556
S 2.360 0.461 0.676
H -1.317 0.969 -1.943
H -2.868 1.656 -1.454
H -1.626 2.688 -2.062
H 1.911 -2.824 0.296
H 1.664 -2.515 1.956
H 0.770 -3.813 1.012
H -1.734 1.649 0.731
H -0.966 3.109 0.030
H -0.483 -2.696 -0.474
H -1.054 -2.665 1.227
H -1.400 -0.492 0.328
*
```

Löwdin atomic charge list, values in e, 2 entries: number 1, C, carries -0.32; number 2, C, carries -0.97

---

B:
The following is a quantum chemistry calculation of a gas-phase ion, C6H11N2S3 (charge +1), from the OMol25 dataset.

```
! wB97M-V def2-TZVPD RIJCOSX def2/J DEFGRID3
* xyz 1 1
C -0.448 1.646 -1.330
C 0.102 1.157 1.050
C 0.227 1.952 -0.062
C -0.598 0.343 -1.707
C -0.372 -0.885 -0.783
C 0.886 -0.829 0.042
N -1.523 -1.360 0.008
N 0.889 -1.578 1.103
S 1.513 3.103 -0.210
S -1.466 -0.127 -3.150
S 2.337 -0.308 -0.687
H -0.669 2.510 -1.863
H 0.436 1.670 1.910
H -0.019 -1.798 -1.454
H -0.568 0.362 1.187
H -2.372 -0.842 -0.215
H -1.718 -2.214 -0.472
H 0.073 -1.916 1.559
H 1.782 -1.525 1.544
H 1.510 3.060 1.086
H -1.706 1.174 -3.213
H 3.453 -0.407 0.094
*
```

Löwdin atomic charge list, values in e, 2 entries: number 1, C, carries -0.14; number 2, C, carries -0.04

---

Q: Which of them is the most stable? A: A.

---

A:
The following is a quantum chemistry calculation of a gas-phase ion, CH3Cl2N4 (charge +1), from the OMol25 dataset.

```
! wB97M-V def2-TZVPD RIJCOSX def2/J DEFGRID3
* xyz 1 1
C 0.156 0.004 -0.065
N -1.043 0.468 -0.427
N -2.111 -0.330 0.025
N -1.417 -1.399 0.654
N -0.053 -1.039 0.696
Cl -2.984 0.774 1.319
Cl -1.563 -2.869 -0.379
H 0.979 0.621 -0.017
H -1.264 1.367 -0.819
H 0.660 -1.746 0.814
*
```

## Properties
SMILES: ClN1NC=[NH+]N1Cl

Löwdin atomic charge list, values in e, 2 entries: number 1, C, carries -0.01; number 2, N, carries 0.04

---

B:
The following is a quantum chemistry calculation of 2 unconnected molecules or ions with the total composition CH3Cl2N4, from the OMol25 dataset.

```
! wB97M-V def2-TZVPD RIJCOSX def2/J DEFGRID3
* xyz 1 1
C 0.813 -1.312 -0.627
N 1.183 -1.023 -2.918
N 0.431 -1.775 0.459
N 1.136 -0.912 -1.718
N 0.396 -1.444 1.663
Cl -0.668 -2.344 2.686
Cl 1.649 -0.408 2.521
H -1.671 0.042 1.003
H 1.553 -0.291 -3.431
H -1.241 -0.409 1.372
*
```

Löwdin atomic charge list, values in e, 2 entries: number 1, C, carries -0.01; number 2, N, carries 0.27

---

Q: Which of them is the most stable? A: A.

---

A:
The following is a quantum chemistry calculation of 2 unconnected molecules or ions with the total composition C2H8O2, from the OMol25 dataset.

```
! wB97M-V def2-TZVPD RIJCOSX def2/J DEFGRID3
* xyz 0 1
C -1.268 -1.279 0.116
O -1.052 -2.239 -0.900
H -0.491 -1.298 0.888
H -1.223 -0.282 -0.314
H -2.244 -1.405 0.595
H -1.037 -3.106 -0.489
C 1.464 1.370 -0.100
O 0.301 1.796 0.595
H 2.326 2.009 0.112
H 1.719 0.369 0.242
H 1.299 1.329 -1.180
H 0.205 2.738 0.435
*
```

## Properties
SMILES: CO.CO

Löwdin atomic charge list, values in e, 2 entries: number 1, C, carries -0.17; number 2, O, carries -0.12

---

B:
The following is a quantum chemistry calculation of 2 unconnected molecules or ions with the total composition C2H8O2, from the OMol25 dataset.

```
! wB97M-V def2-TZVPD RIJCOSX def2/J DEFGRID3
* xyz 0 1
C 0.838 2.048 -0.878
O 1.833 1.997 0.134
H 2.197 2.870 0.287
H 0.684 3.006 -1.385
H 1.130 1.267 -1.584
H -0.179 1.860 -0.499
C -1.004 -2.358 0.962
O -1.788 -1.642 0.035
H -1.341 -1.533 -0.819
H -1.627 -2.600 1.820
H -0.244 -1.692 1.393
H -0.500 -3.224 0.535
*
```

## Properties
SMILES: CO.CO

Löwdin atomic charge list, values in e, 2 entries: number 1, C, carries -0.17; number 2, O, carries -0.12

---

Q: Which of them is the most stable? A: A.